(1)
2 unconnected molecules or ions with the total composition C16H31F2NO3. Source: the OMol25 dataset; level of theory: ωB97M-V/def2-TZVPD.

Positions of all 53 atoms, in Å:
C1 -4.37579 1.58937 1.60188
C2 -3.96440 1.77666 0.13540
O1 -2.56955 1.98682 0.10998
C3 -2.03138 1.98915 -1.18766
C4 -0.62065 1.39024 -1.23070
C5 -0.48069 0.00458 -0.57609
C6 -0.42906 -0.00658 0.97328
C7 0.07379 1.25587 1.65883
F1 -1.66702 -0.28396 1.53445
C8 -1.63428 -0.97334 -0.94664
C9 -1.55652 -1.59529 -2.34778
N1 -0.52097 -1.01651 -3.21958
C10 0.82173 -0.93134 -2.61200
C11 0.82904 -0.68100 -1.09065
C12 2.13412 0.06010 -0.71060
C13 2.92171 -0.70477 0.37061
O2 3.75492 0.15849 1.14901
C14 3.36322 0.31320 2.44520
O3 3.23728 1.38289 2.86923
C15 3.13151 -0.87763 3.34107
C16 3.80406 -2.20297 2.88649
H1 -3.54227 1.93732 2.20454
H2 -4.52122 0.54136 1.83787
H3 -5.25045 2.19491 1.81974
H4 -4.25542 0.89074 -0.44093
H5 -4.50112 2.61590 -0.31681
H6 -2.64431 1.35878 -1.84492
H7 -2.02754 2.97968 -1.65002
H8 0.06745 2.13484 -0.83719
H9 -0.39903 1.32201 -2.29840
H10 0.21714 -0.82581 1.29155
H11 -0.77516 1.89749 1.87579
H12 0.80429 1.82474 1.09721
H13 0.50066 1.00600 2.62681
H14 -2.60732 -0.54585 -0.74938
H15 -1.53286 -1.79467 -0.24017
H16 -2.53573 -1.56141 -2.81304
H17 -1.33534 -2.65786 -2.24659
H18 -0.81518 -0.10550 -3.65819
H19 -0.43306 -1.63063 -4.02561
H20 1.31804 -1.87364 -2.82249
H21 1.33808 -0.12069 -3.11304
H22 0.85367 -1.65701 -0.59588
H23 2.77003 0.03276 -1.59428
H24 2.00567 1.10961 -0.47111
H25 3.58774 -1.39089 -0.15411
H26 2.26229 -1.33569 0.96387
H27 2.05193 -1.04941 3.33778
H28 3.38299 -0.66759 4.37090
H29 3.06797 -2.89505 2.48623
H30 4.25330 -2.71694 3.72762
H31 4.54150 -1.98413 2.11972
F2 -0.06783 0.33265 -5.04122

- HOMO level (eV) = -9.074
- Kohn-Sham gap (eV) = 9.23
- charge = 0
- max |F| (eV/A) = 4.1

natural (NBO) population analysis, charges in e, atoms 1 to 5: number 1, C, carries -0.63; number 2, C, carries -0.05; number 3, O, carries -0.55; number 4, C, carries -0.05; number 5, C, carries -0.45

***

(2)
A molecular structure, C16H31F3MnO3P2S. Source: the OMol25 dataset; level of theory: ωB97M-V/def2-TZVPD.

Positions of all 57 atoms, in Å:
P1 -1.58518 1.81155 0.60994
P2 2.09015 0.21570 1.87699
C1 -0.53924 0.28213 0.33933
C2 0.39409 -0.34824 1.41377
H1 0.00657 0.42902 -0.64078
H2 -1.31572 -0.50154 0.14003
H3 -0.15294 -0.43463 2.36246
H4 0.58523 -1.37844 1.05850
C3 3.17448 0.08039 0.43694
H5 4.07341 0.69784 0.57608
H6 2.63236 0.43221 -0.45406
H7 3.47323 -0.96569 0.30753
C4 2.78503 -0.70784 3.24528
H8 3.32579 -1.60921 2.90754
H9 1.98491 -1.02610 3.92825
H10 3.49114 -0.06215 3.78323
C5 -1.98050 2.33104 -1.09958
H11 -2.22281 3.39753 -1.11570
H12 -2.82368 1.76869 -1.51696
H13 -1.10402 2.15133 -1.73629
C6 -3.19487 1.36159 1.35338
H14 -3.06310 0.54639 2.08586
H15 -3.91763 1.02876 0.58629
H16 -3.62624 2.24048 1.86336
Mn1 -0.59633 -1.25437 -1.92866
C7 -0.24866 -2.99040 -1.08198
C8 0.62502 -2.73803 -2.19661
C9 0.17231 -2.81987 -3.63049
C10 -1.31248 -2.42106 -3.93940
C11 -2.01570 -1.33113 -3.15761
C12 -2.53864 -1.47171 -1.79025
C13 -2.81770 -2.81368 -1.14908
C14 -1.58390 -3.73016 -1.15999
C15 -0.71753 3.12999 1.41707
H17 0.19125 -3.06226 -0.08077
H18 1.69650 -2.51022 -2.01543
H19 0.29787 -3.87867 -3.94792
H20 0.84191 -2.23629 -4.27970
H21 -1.30126 -2.03305 -4.97276
H22 -1.92011 -3.33476 -3.98746
H23 -2.18181 -0.38809 -3.71249
H24 -3.10995 -0.62537 -1.38694
H25 -3.65035 -3.30306 -1.67773
H26 -3.18121 -2.67033 -0.11951
H27 -1.66847 -4.37276 -0.26758
H28 -1.60302 -4.40124 -2.02876
H29 -0.36387 2.81016 2.40267
H30 -1.39133 3.98828 1.53211
H31 0.15625 3.43781 0.83360
F1 4.25396 5.29579 2.82965
C16 3.29597 4.42916 3.17511
F2 3.56787 3.89549 4.37493
F3 2.10325 5.04685 3.20618
S1 3.27287 3.02406 1.78771
O1 2.78126 3.51095 0.52039
O2 4.53117 2.32248 1.88914
O3 1.92442 1.75470 2.23114

- HOMO level (alpha / beta) (eV) = -3.737 / -5.280
- multiplicity = 6
- Kohn-Sham gap (alpha / beta) (eV) = 3.62 / 5.11
- charge = 0
- max |F| (eV/A) = 4.5
- expectation value of S² = 9.0319

natural (NBO) population analysis, charges in e, atoms 1 to 5: number 1, P, carries 1.55; number 2, P, carries 1.89; number 3, C, carries -0.77; number 4, C, carries -0.76; number 5, H, carries 0.19

***

(3)
A molecular structure, C16H31F3P2Pd. Source: the OMol25 dataset; level of theory: ωB97M-V/def2-TZVPD.

Positions of all 53 atoms, in Å:
P1 0.65843 0.28115 -1.17644
P2 1.74773 3.11918 -1.09655
C1 0.67523 1.22011 -2.77633
C2 1.82498 2.25082 -2.74030
H1 -0.32558 1.68345 -2.82635
H2 0.75988 0.53734 -3.63192
H3 2.80049 1.76924 -2.85828
H4 1.72537 2.99645 -3.53765
C3 0.18721 4.04910 -1.25867
H5 0.27277 4.93073 -0.61443
H6 -0.66918 3.44993 -0.93389
H7 0.04365 4.35587 -2.30364
C4 2.95282 4.46363 -1.08196
H8 2.44241 5.41352 -0.86556
H9 3.48333 4.55086 -2.04906
H10 3.69186 4.28677 -0.30383
C5 -0.87819 -0.66527 -1.22430
H11 -0.78199 -1.49692 -0.51785
H12 -1.08861 -1.10211 -2.21076
H13 -1.72995 -0.04697 -0.90568
C6 1.95472 -0.97615 -1.25848
H14 2.80544 -0.62493 -0.65975
H15 2.28368 -1.18215 -2.27276
H16 1.56935 -1.90202 -0.81327
Pd1 1.38539 1.63142 0.32247
C7 -2.62477 -1.28819 1.26358
C8 -3.45670 -1.93203 0.43902
C9 -3.67715 -3.39878 0.31051
C10 -2.57453 -4.33550 0.88630
C11 -1.20951 -4.10132 0.34286
C12 -0.25568 -3.31690 0.86927
C13 -0.38689 -2.36509 2.01698
C14 -1.81815 -1.86152 2.39214
C15 2.68954 0.73860 1.73180
H17 -2.56092 -0.19294 1.20050
H18 -4.06149 -1.33349 -0.25212
H19 -3.77255 -3.64492 -0.75487
H20 -4.63977 -3.67907 0.77065
H21 -2.61679 -4.24460 1.96845
H22 -2.85617 -5.36392 0.60537
H23 -0.98703 -4.69544 -0.54572
H24 0.76739 -3.43806 0.49102
H25 0.20609 -1.46347 1.79498
H26 0.03737 -2.84682 2.91856
H27 -2.33579 -2.66214 2.93936
H28 -1.67578 -1.04053 3.12455
H29 3.16212 1.53906 2.31511
H30 3.43802 0.15721 1.17915
H31 2.13326 0.08192 2.41619
F1 0.01913 1.88103 2.95079
C16 0.48719 2.73271 1.99865
F2 -0.58238 3.50076 1.60530
F3 1.36071 3.58035 2.61686

- HOMO level (alpha / beta) (eV) = -6.417 / -7.292
- multiplicity = 3
- Kohn-Sham gap (alpha / beta) (eV) = 7.08 / 6.50
- energy relative to the best compared isomer or geometry (same formula, charge and spin) (kcal/mol) = 0.0
- charge = 0
- max |F| (eV/A) = 4.5
- expectation value of S² = 2.0075

natural (NBO) population analysis, charges in e, atoms 1 to 5: number 1, P, carries 0.93; number 2, P, carries 1.04; number 3, C, carries -0.72; number 4, C, carries -0.73; number 5, H, carries 0.23

***

(4)
A gas-phase ion, C16H31N2O5 (charge -1). Source: the OMol25 dataset; level of theory: ωB97M-V/def2-TZVPD.

Positions of all 54 atoms, in Å:
C1 -2.01854 7.02548 3.52715
O1 -2.68862 6.01610 2.81036
C2 -1.91358 5.43732 1.76773
C3 -2.60382 4.20228 1.22619
C4 -1.62832 3.30487 0.46058
C5 -2.33025 2.15044 -0.27395
C6 -1.66188 0.77305 -0.12291
C7 -0.88457 0.29072 -1.36002
C8 -0.16789 1.45691 -2.11210
O2 0.43978 2.26607 -1.38683
O3 -0.26270 1.43075 -3.35092
N1 0.08269 -0.75725 -0.95837
C9 1.27325 -0.79519 -1.79762
C10 2.28136 -1.87079 -1.41615
C11 3.57258 -1.71619 -2.22620
N2 4.43915 -0.62362 -1.78275
C12 -0.55962 -2.04718 -0.76938
C13 -0.18175 -2.76703 0.54984
C14 0.62293 -4.05222 0.38928
O4 0.07255 -5.05337 1.27892
C15 0.79615 -6.15736 1.56525
C16 1.70494 -6.71247 0.48658
O5 0.64102 -6.72298 2.62027
H1 -1.79964 6.68109 4.54328
H2 -1.07919 7.31036 3.04092
H3 -2.65243 7.91561 3.58119
H4 -1.77401 6.17804 0.96778
H5 -0.91756 5.16859 2.14813
H6 -3.04772 3.65566 2.06575
H7 -3.43112 4.49250 0.56869
H8 -0.90357 2.89241 1.16859
H9 -1.05975 3.90384 -0.25244
H10 -3.35305 2.08165 0.11983
H11 -2.42510 2.39814 -1.33502
H12 -0.96997 0.76762 0.72426
H13 -2.43916 0.03044 0.10057
H14 -1.60263 -0.14600 -2.07239
H15 1.77134 0.16968 -1.68019
H16 1.01801 -0.89926 -2.86550
H17 1.88669 -2.87807 -1.58681
H18 2.52060 -1.78648 -0.34639
H19 3.30275 -1.54388 -3.27185
H20 4.13425 -2.65656 -2.18641
H21 4.27895 -0.41936 -0.80451
H22 4.25438 0.22330 -2.30164
H23 -0.38236 -2.72284 -1.62546
H24 -1.63842 -1.87956 -0.75896
H25 0.37098 -2.04365 1.15196
H26 -1.08574 -3.01663 1.10893
H27 0.55991 -4.41291 -0.64222
H28 1.67583 -3.90601 0.63800
H29 1.11542 -7.37735 -0.14813
H30 2.16551 -5.95772 -0.14595
H31 2.48196 -7.30099 0.97104

- SMILES string = COCCCCC[C@@H](C(=O)[O-])N(CCCN)CCCOC(C)=O
- HOMO level (eV) = -4.643
- Kohn-Sham gap (eV) = 7.16
- charge = -1
- max |F| (eV/A) = 0.5

natural (NBO) population analysis, charges in e, atoms 1 to 5: number 1, C, carries -0.24; number 2, O, carries -0.56; number 3, C, carries -0.05; number 4, C, carries -0.41; number 5, C, carries -0.39